No. 1
41
Properties=species:S:1:pos:R:3:forces:R:3 method="wB97M-V/def2-TZVPD" smiles="N[C@@H](Cc1c[nH]cn1)C(=O)N[C@@H](Cc1ccc(O)cc1)C(=O)O" e_above_lowest_kj_mol=104.8 e_homo_ev=-8.85
N 0.255775 -1.302189 2.810342 0.203 -1.950 -0.232
C -0.299029 -2.340345 1.876663 -0.089 0.849 -0.327
C -1.857843 -2.277142 1.750865 0.210 0.521 0.908
C -2.380199 -0.901163 1.346881 1.258 -2.190 0.839
C -2.733131 -0.463681 0.130770 -0.309 -0.017 -0.842
N -3.048237 0.861229 0.316225 -0.247 0.223 -0.491
C -2.877323 1.161528 1.628771 1.175 -0.617 0.356
N -2.419958 0.080980 2.278691 -0.918 1.814 -0.016
C 0.329013 -2.199464 0.458043 0.683 0.622 1.414
O 0.071055 -2.985547 -0.444180 -0.321 0.154 -0.194
N 1.249313 -1.196770 0.358982 -0.678 -0.641 -0.377
C 1.876218 -0.874128 -0.909626 1.553 0.765 -0.037
C 2.398244 0.595509 -0.894391 0.051 -0.366 0.301
C 1.269940 1.577940 -0.906711 -0.613 0.504 -1.493
C 0.664184 1.910275 -2.157765 -0.480 -0.014 1.360
C -0.399212 2.815815 -2.204323 0.460 -0.370 0.059
C -0.855258 3.402816 -1.020381 0.032 -0.139 0.109
O -1.926773 4.265508 -1.000074 0.152 0.016 -1.052
C -0.264861 3.104248 0.190791 0.476 -0.243 0.444
C 0.805576 2.198046 0.238057 -0.216 0.171 -0.002
C 3.049194 -1.840273 -1.246611 -0.614 -0.317 -0.340
O 4.159881 -1.519816 -1.582212 -0.634 -0.022 0.424
O 2.661770 -3.127003 -1.231587 2.050 -0.054 -0.351
H -0.252201 -0.457391 2.638419 -0.484 0.553 0.228
H 0.086173 -1.596647 3.782441 0.059 0.328 -0.723
H -0.022453 -3.370284 2.160149 -0.027 0.517 0.318
H -2.114118 -3.084728 1.061715 -0.462 0.204 0.141
H -2.265374 -2.425070 2.787362 0.274 -0.374 -1.003
H -2.816166 -1.052371 -0.781294 -0.024 0.659 0.129
H -3.235482 1.495155 -0.443152 -0.147 0.191 0.238
H -2.927015 2.178229 2.046835 -0.212 -0.755 -0.380
H 1.576147 -0.810846 1.249558 -0.227 -0.054 -0.480
H 1.179011 -1.002166 -1.748197 -0.216 0.001 0.398
H 2.998167 0.754486 0.037611 -0.160 -0.219 -0.890
H 3.015171 0.777076 -1.796849 -0.062 -0.346 0.726
H 0.953416 1.379886 -3.057638 0.199 0.185 -0.026
H -0.868092 3.056082 -3.159490 0.044 -0.036 0.197
H -2.072474 4.503930 -1.935994 -0.233 0.075 0.692
H -0.630740 3.597227 1.094065 0.126 -0.171 -0.282
H 1.321913 1.959697 1.169325 -0.335 0.211 -0.036
H 1.735335 -3.290041 -1.076351 -1.298 0.329 0.289

***

No. 2
42
Properties=species:S:1:pos:R:3:forces:R:3 method="wB97M-V/def2-TZVPD" smiles="Nc1nc(CSC(=S)N2CCOCC2)nc(Nc2ccccc2)n1" e_above_lowest_kj_mol=0.0 e_homo_ev=-8.07
N 1.370976 -2.079167 -2.539867 0.135 -0.164 -0.195
C 0.402864 -1.403503 -1.896290 -0.396 0.163 0.471
N 0.366498 -0.077016 -2.081592 0.147 0.144 -0.433
C -0.550431 0.560806 -1.380547 0.080 -0.374 -0.214
C -0.558514 2.048585 -1.470776 0.338 0.182 0.138
S 0.414043 2.640731 -0.044844 -0.118 0.065 -0.055
C 2.023410 2.034183 -0.565404 0.011 0.327 -0.099
S 2.561507 2.351734 -2.079180 0.171 0.228 -0.498
N 2.736674 1.395356 0.366971 -0.182 0.045 0.011
C 4.026082 0.811205 0.056081 0.444 -0.362 -0.153
C 3.877258 -0.713532 0.016591 0.115 0.324 -0.163
O 3.385123 -1.202131 1.244552 0.086 -0.162 0.143
C 2.136150 -0.633439 1.551751 -0.186 0.299 0.169
C 2.221370 0.898975 1.624198 -0.223 -0.448 0.436
N -1.413064 -0.003349 -0.549821 -0.451 -0.083 0.322
C -1.312746 -1.329438 -0.439992 0.498 0.274 -0.469
N -2.136534 -2.029735 0.366079 0.079 -0.574 -0.003
C -3.179723 -1.616359 1.190036 -0.343 0.244 0.257
C -3.516653 -0.279629 1.382079 0.063 0.149 -0.045
C -4.566614 0.049772 2.219788 -0.086 -0.145 0.084
C -5.288936 -0.933982 2.873469 -0.111 0.075 0.084
C -4.952552 -2.264592 2.686377 0.014 -0.001 -0.001
C -3.905952 -2.606086 1.852475 0.071 0.034 -0.066
N -0.410123 -2.075595 -1.089526 0.076 -0.368 -0.030
H 1.338982 -3.082955 -2.538109 0.011 0.021 -0.009
H 1.878823 -1.590588 -3.256673 -0.002 -0.023 0.015
H -1.556558 2.457684 -1.339697 -0.023 -0.008 0.013
H -0.078440 2.398833 -2.382756 -0.113 0.006 0.053
H 4.372263 1.190509 -0.905439 -0.026 -0.036 0.181
H 4.731245 1.093342 0.844043 -0.023 -0.023 -0.028
H 4.844812 -1.192186 -0.138789 -0.040 0.060 -0.063
H 3.194173 -0.988293 -0.801112 0.077 0.021 0.044
H 1.836439 -1.044987 2.516480 -0.052 0.049 -0.048
H 1.393452 -0.918760 0.790857 0.002 0.031 0.047
H 1.239749 1.322956 1.830058 0.147 -0.100 0.021
H 2.915855 1.189110 2.419131 -0.055 -0.019 -0.017
H -1.960631 -3.026119 0.336769 0.012 0.208 -0.027
H -2.953995 0.483497 0.872567 -0.059 0.002 0.053
H -4.821134 1.089540 2.362127 -0.011 0.091 0.004
H -6.107712 -0.667679 3.524479 -0.070 0.019 0.056
H -5.507662 -3.041093 3.191645 -0.032 -0.066 0.032
H -3.645527 -3.645646 1.708128 0.026 -0.108 -0.019

***

No. 3
44
Properties=species:S:1:pos:R:3:forces:R:3 method="wB97M-V/def2-TZVPD" s2=0.7714 spin_multiplicity=2 e_above_lowest_kj_mol=13.4 total_charge=+1 e_homo_ev="-7.28 / -11.19"
Y -0.333768 -0.505480 0.783189 -0.145 0.090 0.104
O 1.793424 -1.161575 0.937121 -0.053 -0.176 0.071
N 2.492817 -1.279678 2.075499 -0.012 0.061 -0.043
C 3.839308 -1.356112 1.954617 -0.039 -0.006 -0.009
C 4.632651 -1.505652 3.053311 0.007 0.006 -0.006
C 4.022093 -1.567084 4.311285 -0.001 -0.001 0.016
C 2.659946 -1.462788 4.409806 0.016 0.000 -0.009
C 1.851331 -1.302097 3.269718 -0.031 -0.014 0.127
S 0.141510 -1.133461 3.384519 0.126 0.018 -0.189
H 4.190657 -1.271883 0.937647 0.032 -0.015 0.007
H 5.704079 -1.560702 2.935071 0.000 0.003 -0.007
H 4.619614 -1.684821 5.204764 0.013 0.000 -0.010
H 2.161704 -1.491460 5.367498 -0.010 0.001 -0.006
C -4.688579 0.555040 1.146279 0.006 -0.016 0.019
C -3.254680 0.856374 1.446254 -0.015 0.030 -0.036
O -2.417988 -0.082986 1.479077 0.059 -0.047 -0.029
N -2.897223 2.104420 1.675996 0.004 -0.007 0.052
C -1.521755 2.542266 1.996176 0.003 -0.024 -0.038
C -0.659396 2.769769 0.797053 -0.019 0.058 0.012
C -0.372259 4.030330 0.346611 -0.024 -0.020 0.045
C 0.437386 4.238323 -0.775793 0.004 0.063 -0.003
C 0.944851 3.085758 -1.419520 0.003 -0.061 0.001
C 0.641197 1.851768 -0.943004 0.036 -0.022 -0.036
N -0.160345 1.622181 0.173272 -0.013 -0.044 0.006
H -4.752686 0.125719 0.146932 -0.004 -0.007 -0.002
H -5.327859 1.432333 1.206157 0.012 0.008 -0.006
H -5.035930 -0.197376 1.853298 0.000 -0.002 -0.009
H -3.605076 2.815928 1.590117 0.000 0.003 -0.008
H -1.095267 1.783086 2.661507 -0.004 0.006 0.004
H -1.618474 3.461269 2.569555 0.007 0.006 -0.003
H -0.783008 4.874195 0.889220 0.006 0.010 -0.014
H 0.666971 5.231068 -1.129711 -0.002 -0.001 0.004
H 1.575932 3.169582 -2.293671 0.001 -0.006 -0.001
H 1.030262 0.962866 -1.437012 0.003 0.011 -0.012
N 2.116094 -4.107814 -0.415349 -0.040 -0.014 -0.030
C 1.342758 -4.778000 -1.280699 -0.016 0.021 0.011
N 1.738645 -5.971122 -1.722706 0.014 -0.006 0.002
N 0.175347 -4.323434 -1.738231 0.047 0.002 0.041
C -0.221058 -3.189239 -1.280017 0.187 0.008 0.062
N -0.563331 -2.159438 -0.858120 -0.162 0.071 -0.058
H 2.983522 -4.493775 -0.086978 -0.002 -0.023 -0.018
H 1.858494 -3.186037 -0.081832 0.011 0.040 0.006
H 2.605876 -6.391068 -1.442324 -0.001 -0.005 -0.012
H 1.140826 -6.459858 -2.366674 -0.004 0.000 0.001